C4H8O2 in the gas phase in a non-equilibrium geometry, computed with ωB97M-V/def2-TZVPD.

Geometry as XYZ:
```
14
Properties=species:S:1:pos:R:3
C 1.006 -1.216 1.410
O -0.128 -0.377 1.257
C 0.127 0.829 0.579
C -0.531 1.032 -0.773
C -1.011 -0.066 -1.682
O -0.684 2.202 -1.068
H 1.813 -0.709 1.959
H 0.700 -2.095 1.986
H 1.407 -1.560 0.444
H -0.280 1.761 1.010
H 1.205 1.015 0.495
H -2.082 0.089 -1.852
H -0.838 -1.072 -1.294
H -0.507 0.070 -2.645
```

HOMO energy   -9.6 eV
LUMO energy   0.9 eV
SMILES   COCC(C)=O
Net charge   0
Gap between HOMO and LUMO   10.45 eV
Energy above the lowest of the compared OMol25 structures with the same formula, charge and spin   38.8 kcal per mole
Calculated total energy   -307.6506 Eh

=====

A molecular structure, C4H8O2, computed with ωB97M-V/def2-TZVPD.

Geometry as XYZ:
```
14
Properties=species:S:1:pos:R:3
C -1.687 0.686 0.302
O -1.549 -0.735 0.517
C -0.374 -1.231 0.104
C 0.855 -0.470 0.302
O 1.249 -1.676 0.790
C 1.529 0.395 -0.734
H -1.372 0.967 -0.713
H -2.743 0.926 0.422
H -1.104 1.263 1.024
H 0.606 0.178 1.164
H -0.441 -2.241 -0.266
H 2.484 0.754 -0.344
H 0.875 1.268 -0.863
H 1.674 -0.083 -1.704
```

HOMO energy   -9.2 eV
LUMO energy   0.6 eV
Net charge   0
Gap between HOMO and LUMO   9.80 eV
Energy above the lowest of the compared OMol25 structures with the same formula, charge and spin   95.1 kcal per mole
Calculated total energy   -307.5609 Eh

=====

2 unconnected molecules or ions with the total composition C4H8O2, computed with ωB97M-V/def2-TZVPD.

Geometry as XYZ:
```
14
Properties=species:S:1:pos:R:3
C 2.062 -0.317 -0.229
C 0.621 0.114 -0.226
O 0.341 1.265 0.079
C -0.437 -0.903 -0.597
C -2.564 0.802 1.346
O -2.264 1.658 0.411
H 2.197 -1.261 0.309
H 2.390 -0.477 -1.264
H 2.664 0.470 0.229
H -1.181 -0.462 -1.269
H -0.008 -1.798 -1.055
H -1.567 0.393 1.712
H -0.963 -1.211 0.315
H -1.288 1.726 0.237
```

HOMO energy   -8.2 eV
LUMO energy   0.6 eV
Net charge   0
Gap between HOMO and LUMO   8.85 eV
Energy above the lowest of the compared OMol25 structures with the same formula, charge and spin   83.7 kcal per mole
Calculated total energy   -307.5791 Eh

=====

C4H8O2 in the gas phase in a non-equilibrium geometry, computed with ωB97M-V/def2-TZVPD.

Geometry as XYZ:
```
14
Properties=species:S:1:pos:R:3
C -1.190 -1.191 0.142
C -0.271 -0.036 0.311
C 1.192 -0.372 -0.103
O 2.118 0.625 0.159
C -0.206 1.840 -0.732
O -1.256 1.146 -0.494
H -2.196 -0.894 0.431
H -0.844 -2.011 0.771
H -1.197 -1.525 -0.902
H -0.255 0.460 1.278
H 1.460 -1.243 0.528
H 1.214 -0.732 -1.146
H 1.600 1.427 -0.099
H -0.346 2.591 -1.522
```

HOMO energy   -8.2 eV
LUMO energy   0.7 eV
Net charge   0
Gap between HOMO and LUMO   8.91 eV
Energy above the lowest of the compared OMol25 structures with the same formula, charge and spin   121.0 kcal per mole
Calculated total energy   -307.5196 Eh

=====

- The highest energy above the lowest of the compared OMol25 structures with the same formula, charge and spin belongs to which entry?
  number 4

=====

What did the third record say?
2 unconnected molecules or ions with the total composition C4H8O2, computed with ωB97M-V/def2-TZVPD.

Geometry as XYZ:
```
14
Properties=species:S:1:pos:R:3
C 2.062 -0.317 -0.229
C 0.621 0.114 -0.226
O 0.341 1.265 0.079
C -0.437 -0.903 -0.597
C -2.564 0.802 1.346
O -2.264 1.658 0.411
H 2.197 -1.261 0.309
H 2.390 -0.477 -1.264
H 2.664 0.470 0.229
H -1.181 -0.462 -1.269
H -0.008 -1.798 -1.055
H -1.567 0.393 1.712
H -0.963 -1.211 0.315
H -1.288 1.726 0.237
```

HOMO energy   -8.2 eV
LUMO energy   0.6 eV
Net charge   0
Gap between HOMO and LUMO   8.85 eV
Energy above the lowest of the compared OMol25 structures with the same formula, charge and spin   83.7 kcal per mole
Calculated total energy   -307.5791 Eh

=====

- calculated total energy of number 3 (C4H8O2)?
  -307.5791 Eh